Entry 1:
{
  "formula": "CH3NS2",
  "method": "ωB97M-V/def2-TZVPD",
  "homo_energy_ev": [-7.66, -7.76],
  "spin_multiplicity": 1,
  "de_lowest_ev": 3.3565,
  "gap_ev": [7.254, 7.508],
  "elements": ["S", "S", "N", "C", "H", "H", "H"],
  "xyz": [[0.050, -0.713, 0.254], [2.878, -0.020, -0.006], [1.208, 0.097, -0.427], [-1.092, 0.221, -0.415], [3.093, 1.272, -0.381], [-2.093, -0.031, -0.415], [-0.597, 1.014, -0.912]],
  "forces_ev_per_angstrom": [[0.1, 1.1, -0.8], [-0.6, 0.4, -0.1], [2.4, -0.6, 0.2], [0.3, -0.9, 1.0], [0.1, -0.6, 0.2], [-1.9, -0.4, 0.0], [-0.4, 0.9, -0.6]],
  "mulliken_charge": [0.227, -0.162, -0.308, -0.580, 0.142, 0.339, 0.342]
}

Entry 2:
{
  "formula": "CH3O5P",
  "method": "ωB97M-V/def2-TZVPD",
  "homo_energy_ev": 1.37,
  "charge": -2,
  "spin_multiplicity": 1,
  "de_lowest_ev": 1.4782,
  "gap_ev": 5.699,
  "elements": ["P", "O", "O", "O", "O", "O", "C", "H", "H", "H"],
  "xyz": [[0.982, 0.245, -0.196], [-1.274, -0.994, -0.975], [1.687, 1.111, -1.238], [0.968, 1.080, 1.219], [1.514, -1.194, -0.040], [-1.597, 1.132, -0.516], [-0.866, 0.183, -0.453], [0.259, 0.524, 1.429], [-0.573, -1.644, -0.776], [-1.100, -0.443, 1.547]],
  "forces_ev_per_angstrom": [[3.1, 0.2, -1.2], [-0.2, -1.2, -0.6], [-0.9, -0.7, 0.6], [2.7, 0.9, -2.1], [-1.1, 1.4, -0.2], [-0.7, 1.2, -0.3], [0.6, -0.4, 0.0], [-3.6, -1.6, 3.3], [0.0, 0.3, 0.2], [0.1, -0.1, 0.3]],
  "mulliken_charge": [0.892, -0.291, -0.804, -0.527, -0.798, -0.352, -0.698, -0.165, 0.322, 0.423]
}

Entry 3:
{
  "formula": "C46H50ClInN3O4PSSi",
  "method": "ωB97M-V/def2-TZVPD",
  "homo_energy_ev": -7.47,
  "spin_multiplicity": 1,
  "de_lowest_ev": 0.4052,
  "gap_ev": 7.763,
  "elements": ["In", "Cl", "S", "P", "Si", "O", "O", "O", "O", "N", "N", "N", "C", "C", "C", "C", "C", "C", "C", "C", "C", "C", "C", "C", "C", "C", "C", "C", "C", "C", "C", "C", "C", "C", "C", "C", "C", "C", "C", "C", "C", "C", "C", "C", "C", "C", "C", "C", "C", "C", "C", "C", "C", "C", "C", "C", "C", "C", "H", "H", "H", "H", "H", "H", "H", "H", "H", "H", "H", "H", "H", "H", "H", "H", "H", "H", "H", "H", "H", "H", "H", "H", "H", "H", "H", "H", "H", "H", "H", "H", "H", "H", "H", "H", "H", "H", "H", "H", "H", "H", "H", "H", "H", "H", "H", "H", "H", "H"],
  "xyz": [[-0.253, 0.005, -1.535], [0.787, -0.533, -4.627], [2.442, 2.062, 1.219], [-0.750, -1.040, 2.634], [-2.906, 0.082, -1.813], [2.223, 3.095, 0.182], [-0.875, 2.212, -0.652], [-0.049, 0.794, 0.678], [1.154, -2.119, -1.219], [-0.554, 1.943, 0.507], [2.525, -5.283, -1.432], [1.623, -4.315, -1.848], [4.147, 2.384, 1.830], [4.356, -2.014, -3.683], [1.720, -4.992, -4.184], [1.137, -5.034, -5.439], [3.812, -0.325, -2.064], [-0.205, -4.886, 1.165], [2.611, -0.028, -2.722], [1.996, -1.129, 2.163], [2.855, -3.488, -0.165], [-2.782, -1.356, 4.477], [1.392, -0.824, 4.469], [-2.886, 1.161, -3.378], [-0.215, -3.825, -3.333], [-0.961, -2.861, 4.882], [-2.012, -3.857, -0.027], [4.667, -1.305, -2.531], [-2.903, -2.909, 6.303], [-4.587, -1.667, -3.367], [-1.220, -4.968, 0.223], [-5.811, -2.854, -1.186], [0.024, -3.707, 1.857], [-0.109, -4.461, -5.651], [2.218, -6.688, -1.607], [-0.784, -2.596, 1.635], [3.176, -1.748, -4.359], [4.199, -5.623, 0.357], [1.010, -1.038, 3.145], [-4.777, -1.949, -1.003], [-5.631, -2.560, -3.558], [3.337, -1.064, 2.509], [-0.772, -3.848, -4.601], [-6.245, -3.159, -2.469], [2.736, -0.776, 4.814], [-1.644, -3.387, 5.966], [-4.147, -1.334, -2.086], [1.691, 0.988, -2.223], [-3.474, -1.893, 5.554], [-1.522, -1.833, 4.126], [3.221, -4.777, -0.378], [1.804, -3.160, -1.082], [1.629, 2.688, 2.724], [3.711, -0.907, 3.836], [1.038, -4.389, -3.129], [2.319, -0.785, -3.865], [-3.687, 1.097, -0.400], [-1.794, -2.685, 0.680], [3.131, -7.240, -1.827], [-0.550, -4.481, -6.639], [2.711, -5.396, -4.025], [-0.728, -3.371, -2.497], [-1.736, -3.386, -4.763], [1.751, -7.111, -0.712], [-4.453, -1.512, 5.811], [1.702, -1.246, 1.126], [5.032, -2.767, -4.066], [-2.806, -3.902, -0.764], [-6.297, -3.301, -0.328], [4.759, -0.883, 4.107], [4.289, 3.457, 1.930], [1.309, 1.644, -3.005], [0.016, -3.250, 4.632], [-3.882, 1.417, -3.742], [-1.188, -4.173, 6.555], [2.071, 1.567, -1.389], [-4.712, 0.785, -0.202], [4.692, -5.028, 1.121], [5.598, -1.500, -2.013], [-3.115, 1.010, 0.526], [3.692, -6.463, 0.836], [-3.692, 2.153, -0.671], [0.564, 2.505, 2.624], [3.021, -0.648, 5.850], [4.841, 1.990, 1.090], [3.250, -2.806, 0.565], [-3.434, -3.328, 7.148], [-7.065, -3.849, -2.619], [0.838, -3.657, 2.568], [0.420, -5.748, 1.368], [-2.425, -1.821, 0.505], [1.823, 3.756, 2.791], [-2.337, 0.666, -4.181], [-4.472, -1.701, 0.008], [4.950, -6.028, -0.322], [2.026, 2.146, 3.580], [0.638, -0.702, 5.235], [4.095, -1.126, 1.737], [-4.122, -1.198, -4.226], [-2.360, 2.089, -3.148], [-1.393, -5.892, -0.316], [4.290, 1.877, 2.780], [-3.218, -0.552, 3.896], [4.056, 0.252, -1.180], [-5.985, -2.774, -4.559], [1.529, -6.800, -2.439], [2.920, -2.279, -5.265], [1.670, -5.499, -6.258]],
  "forces_ev_per_angstrom": [[0.5, 0.6, 0.3], [-0.3, 0.0, -0.4], [0.9, 0.5, 1.1], [-0.3, -0.8, 0.7], [-0.1, 0.4, -0.2], [-0.1, 0.3, -0.5], [0.1, -0.3, 0.0], [-0.1, 0.0, -1.0], [-0.3, 0.2, -0.1], [-0.1, 0.3, 0.3], [0.4, 0.1, -0.3], [-0.2, 0.1, 0.3], [-0.4, -0.3, -0.1], [0.1, -0.1, -0.1], [0.0, 0.1, 0.1], [0.0, 0.0, 0.0], [-0.2, 0.1, -0.1], [0.1, 0.0, 0.0], [0.2, -0.2, -0.3], [0.0, 0.0, 0.1], [0.0, 0.1, 0.1], [0.1, 0.0, 0.0], [0.1, 0.0, -0.1], [0.1, -0.3, 0.2], [0.1, 0.0, 0.1], [-0.1, 0.0, 0.1], [-0.1, -0.1, -0.1], [0.1, 0.0, 0.0], [0.0, 0.0, 0.0], [0.1, 0.0, 0.0], [0.0, 0.0, 0.0], [0.0, 0.0, 0.0], [0.0, -0.1, -0.1], [0.0, 0.0, -0.1], [-0.2, -0.1, 0.2], [-0.1, 0.3, -0.2], [0.0, 0.0, 0.0], [-0.1, 0.0, 0.0], [-0.1, 0.2, -0.1], [0.0, 0.0, 0.0], [-0.1, -0.1, -0.1], [0.0, 0.0, 0.0], [-0.1, 0.0, 0.0], [0.0, 0.0, 0.0], [0.0, 0.0, 0.0], [0.1, -0.1, 0.0], [0.4, 0.1, 0.0], [-1.2, -0.6, 0.2], [-0.1, 0.0, 0.0], [0.0, 0.3, 0.0], [0.0, 0.2, -0.1], [-0.1, -0.2, 0.1], [0.1, -0.4, -0.2], [0.1, 0.0, 0.0], [0.0, 0.1, -0.2], [0.4, 0.1, 0.4], [0.4, -0.2, 0.0], [0.1, 0.0, 0.1], [0.0, 0.0, 0.0], [0.0, 0.0, 0.0], [0.0, 0.0, 0.0], [0.0, 0.0, 0.0], [-0.1, 0.0, 0.0], [0.0, 0.0, 0.0], [0.0, 0.0, 0.0], [0.0, 0.0, 0.0], [0.0, 0.0, 0.0], [0.0, 0.0, 0.0], [0.0, 0.0, 0.0], [0.0, 0.0, 0.0], [-0.1, 0.1, 0.0], [0.1, 0.1, 0.0], [0.0, 0.0, 0.0], [-0.1, 0.0, 0.0], [0.0, 0.0, 0.0], [0.0, 0.1, 0.0], [0.0, -0.1, -0.1], [0.0, 0.0, 0.0], [0.0, 0.0, 0.0], [0.0, 0.0, 0.1], [0.1, 0.0, 0.0], [0.1, 0.0, 0.0], [0.0, 0.0, 0.0], [0.0, 0.0, 0.0], [0.0, 0.0, 0.0], [0.1, -0.1, 0.0], [0.0, 0.0, 0.0], [0.0, 0.0, 0.0], [0.0, 0.0, 0.0], [0.0, 0.0, 0.0], [0.0, 0.0, 0.0], [0.1, 0.0, 0.0], [0.0, 0.0, -0.1], [-0.1, 0.0, 0.0], [0.0, 0.0, 0.0], [0.0, 0.0, 0.1], [0.0, -0.1, 0.0], [0.0, 0.0, 0.0], [0.0, 0.0, -0.1], [0.0, 0.0, 0.0], [0.0, 0.0, 0.0], [0.1, -0.1, 0.1], [0.0, 0.0, 0.0], [0.0, 0.0, 0.0], [0.0, 0.0, 0.0], [0.1, 0.0, 0.0], [-0.1, -0.1, 0.0], [0.0, 0.0, 0.0]],
  "mulliken_charge": [1.696, -0.105, 1.210, 0.260, 0.974, -0.767, -0.493, -0.173, 0.318, 0.039, -0.292, 1.728, -1.345, -0.376, 0.514, -0.828, -0.139, -0.448, -0.182, 0.180, -0.299, -0.471, -0.702, -1.496, -0.141, 0.017, -0.363, -0.912, -0.520, -0.360, -0.837, -0.589, -0.237, -0.699, -1.188, 0.878, -0.708, -1.804, -0.009, -0.475, -0.648, -0.523, -0.761, -0.506, -0.827, -0.882, 0.757, -2.158, -0.637, 0.432, 0.124, -1.105, -1.185, -1.030, -0.658, 1.102, -1.298, -0.326, 0.359, 0.404, 0.443, 0.385, 0.574, 0.293, 0.416, 0.368, 0.414, 0.427, 0.420, 0.387, 0.437, 0.683, 0.272, 0.440, 0.410, 0.529, 0.508, 0.442, 0.381, 0.104, 0.350, 0.391, 0.197, 0.391, 0.313, 0.094, 0.387, 0.384, 0.237, 0.498, -0.115, 0.518, 0.283, 0.314, 0.325, 0.278, 0.549, 0.692, 0.383, 0.400, 0.364, 0.333, 0.386, 0.505, 0.394, 0.487, 0.445, 0.399]
}

Entry 4:
{
  "formula": "C13H9F17INO",
  "method": "ωB97M-V/def2-TZVPD",
  "homo_energy_ev": -7.11,
  "spin_multiplicity": 1,
  "de_lowest_ev": 0.0000,
  "gap_ev": 6.398,
  "elements": ["I", "F", "F", "F", "F", "F", "F", "F", "F", "F", "F", "F", "F", "F", "F", "F", "F", "F", "O", "N", "C", "C", "C", "C", "C", "C", "C", "C", "C", "C", "C", "C", "C", "H", "H", "H", "H", "H", "H", "H", "H", "H"],
  "xyz": [[-2.913, -4.291, -0.037], [5.473, 0.442, 1.503], [0.404, 1.058, 0.847], [1.798, -0.617, -3.109], [-1.530, 1.742, 1.512], [-0.834, 0.089, -2.568], [1.441, 1.799, -3.390], [1.237, -0.740, -1.008], [1.547, 2.353, -1.292], [-1.056, 2.980, -0.603], [6.007, -0.607, -0.309], [3.172, 1.289, 0.494], [-2.530, 1.436, -1.046], [5.756, 1.555, -0.325], [-0.904, 2.209, -2.996], [3.970, -0.979, -2.046], [3.918, 1.193, -2.259], [3.393, -0.892, 0.537], [-3.864, -0.217, 1.238], [-1.369, -0.386, 0.784], [-1.238, 1.664, -0.792], [3.781, 0.239, -0.084], [1.863, 0.034, -1.926], [3.393, 0.156, -1.586], [-1.796, -1.416, -0.194], [-2.008, -2.206, 2.090], [-1.735, -2.693, 0.664], [-0.460, 1.295, -2.109], [5.307, 0.411, 0.178], [-0.921, 0.985, 0.583], [1.114, 1.403, -2.140], [-1.518, -0.809, 1.991], [-4.428, 0.436, 2.291], [-2.828, -1.168, -0.451], [-1.543, -2.768, 2.898], [-3.096, -2.103, 2.201], [-1.126, -1.561, -1.029], [-0.698, -3.037, 0.623], [-3.778, 1.208, 2.779], [-1.305, -0.260, 2.901], [-4.739, -0.220, 3.140], [-5.355, 0.995, 2.046]],
  "forces_ev_per_angstrom": [[-0.1, 0.1, 0.0], [0.0, 0.0, -0.1], [0.0, 0.0, -0.2], [-0.1, 0.1, 0.4], [0.2, -0.1, -0.2], [0.1, -0.1, 0.2], [0.0, -0.1, 0.4], [0.2, 0.3, 0.0], [-0.2, -0.3, 0.0], [0.1, 0.0, 0.1], [0.0, 0.1, -0.1], [-0.1, -0.1, 0.0], [0.0, 0.0, -0.1], [0.0, -0.1, -0.1], [0.0, -0.1, 0.1], [-0.1, 0.2, 0.0], [-0.2, 0.0, 0.1], [0.0, 0.1, -0.1], [0.7, -0.1, 0.6], [1.9, 0.1, -0.5], [-0.1, -0.4, 0.0], [0.0, 0.2, 0.0], [-0.1, 0.0, -0.5], [0.2, -0.6, 0.0], [-0.8, -0.6, 0.1], [-0.3, -0.1, -0.7], [0.9, 0.3, 0.3], [0.1, 0.6, -0.1], [-0.1, 0.0, 0.4], [-0.5, 0.0, 0.3], [0.2, -0.1, -0.4], [-1.9, -0.3, 0.7], [-0.4, 0.3, 0.5], [0.1, 0.1, -0.1], [0.0, -0.1, -0.1], [0.2, 0.0, 0.4], [0.0, 0.6, -0.1], [-0.2, -0.2, -0.1], [0.0, -0.1, -0.2], [0.0, 0.5, -0.4], [0.1, -0.1, -0.1], [0.1, -0.1, -0.1]],
  "mulliken_charge": [0.121, -0.244, -0.188, -0.323, -0.315, -0.257, -0.319, -0.191, -0.248, -0.310, -0.224, -0.277, -0.245, -0.232, -0.316, -0.305, -0.282, -0.293, -0.612, 0.649, 0.558, 0.742, 0.673, 0.398, -0.825, -0.602, -0.875, 0.536, 0.524, 0.440, 0.572, -0.404, -0.762, 0.510, 0.438, 0.324, 0.594, 0.429, 0.168, 0.490, 0.232, 0.250]
}

Entry 5:
{
  "formula": "C3H7NO2S",
  "method": "ωB97M-V/def2-TZVPD",
  "homo_energy_ev": -8.72,
  "spin_multiplicity": 1,
  "smiles": "CCOC(=S)NO",
  "de_lowest_ev": 4.6632,
  "gap_ev": 9.057,
  "elements": ["S", "O", "O", "N", "C", "C", "C", "H", "H", "H", "H", "H", "H", "H"],
  "xyz": [[-3.390, -0.420, -0.132], [-0.124, 1.745, -0.223], [-0.876, -1.026, -0.327], [-1.316, 1.137, 0.057], [-1.828, -0.003, -0.298], [1.765, -0.606, -0.376], [0.314, -0.977, 0.365], [-2.066, 1.875, 0.015], [0.279, -0.240, 1.031], [1.982, 0.383, -0.828], [2.463, -0.553, 0.529], [2.018, -1.304, -1.252], [0.381, -1.924, 0.898], [0.397, 1.913, 0.540]],
  "forces_ev_per_angstrom": [[-0.7, 0.3, -0.8], [0.3, -0.4, -2.9], [-1.9, 0.2, -2.2], [-2.4, 5.6, 1.2], [2.5, -4.5, 1.3], [-0.4, -1.0, 0.2], [3.1, -1.0, -2.6], [1.0, -1.0, 0.4], [-0.4, 2.8, 3.3], [-1.3, -0.2, 0.3], [-0.5, -1.0, -1.4], [0.0, 0.5, 1.9], [0.4, -0.1, -0.3], [0.2, -0.2, 1.7]],
  "mulliken_charge": [-0.349, -0.385, -0.328, -0.133, 0.337, -0.866, -0.567, 0.263, 0.470, 0.250, 0.300, 0.283, 0.392, 0.335]
}

Entry 6:
{
  "formula": "C4H10O4",
  "method": "ωB97M-V/def2-TZVPD",
  "homo_energy_ev": -6.37,
  "spin_multiplicity": 1,
  "de_lowest_ev": 5.9438,
  "gap_ev": 6.982,
  "elements": ["O", "O", "O", "O", "C", "C", "C", "C", "H", "H", "H", "H", "H", "H", "H", "H", "H", "H"],
  "xyz": [[0.439, -1.912, -0.618], [0.715, -0.802, 1.314], [-0.627, 1.439, 0.224], [2.160, 1.296, 0.673], [1.753, 0.882, -0.623], [-2.262, -0.759, 0.073], [-0.421, 0.276, -0.505], [0.319, -0.772, 0.050], [-3.082, -0.096, -0.211], [2.484, 0.183, -1.020], [-1.529, 1.340, 0.570], [-2.254, -1.653, -0.547], [1.537, 1.983, 0.950], [-0.615, 0.250, -1.567], [1.602, 1.727, -1.294], [-2.301, -1.011, 1.132], [1.048, -2.488, -0.134], [1.036, 0.114, 1.534]],
  "forces_ev_per_angstrom": [[0.1, 0.4, 0.1], [-0.2, 0.2, -0.3], [0.3, 0.1, 0.0], [-0.2, 0.1, 0.1], [0.2, -0.8, 0.5], [0.8, 0.9, -0.7], [-3.2, -1.5, 0.9], [1.8, 0.9, -0.3], [-0.1, -0.1, 0.0], [0.2, 0.1, 0.1], [0.3, 0.0, -0.1], [-0.1, 0.0, 0.0], [0.1, 0.1, -0.2], [0.2, 0.1, 0.0], [-0.3, -0.1, 0.0], [0.1, 0.1, 0.0], [0.0, 0.1, 0.0], [0.1, -0.5, -0.2]],
  "mulliken_charge": [-0.455, -0.536, -0.467, -0.572, -0.581, -1.378, -0.349, 0.694, 0.457, 0.317, 0.372, 0.358, 0.360, 0.237, 0.335, 0.372, 0.382, 0.452]
}